Formula: C6H10O
Source: OMol25
Level of theory: ωB97M-V/def2-TZVPD

Properties
* HOMO energy: -9.396 eV
* gap between HOMO and LUMO: 10.26 eV
* total charge: 0
* energy: -8429.7087 eV

Last column: Mulliken charge in e.
Element x y z (Å)
1 C -0.5115 0.4270 -1.7041  -1.26
2 C 0.9308 0.1427 -1.3552  0.23
3 C 1.7072 1.1224 -0.5230  -0.60
4 C 1.3103 -0.2082 0.0554  -0.45
5 C -1.9825 -0.6719 1.7761  -1.09
6 C -1.4516 -1.3465 2.7709  0.90
7 O -0.9827 -1.9462 3.6549  -0.36
8 H -0.5889 1.0723 -2.5869  0.34
9 H -1.0164 0.9363 -0.8738  0.25
10 H -1.0620 -0.4982 -1.9150  0.28
11 H 1.4950 -0.3637 -2.1368  0.32
12 H 2.7542 1.2917 -0.7574  0.25
13 H 1.1817 2.0049 -0.1651  0.24
14 H 2.0864 -0.9517 0.2150  0.27
15 H -1.9290 -1.0730 0.7717  0.30
16 H 0.5198 -0.2168 0.8022  0.12
17 H -2.4607 0.2790 1.9711  0.25



Formula: C6H10O
Source: OMol25
Level of theory: ωB97M-V/def2-TZVPD

Properties
* HOMO energy: -8.417 eV
* gap between HOMO and LUMO: 8.77 eV
* total charge: 0
* energy: -8426.5599 eV

Last column: Mulliken charge in e.
Element x y z (Å)
1 C 1.1500 -1.2301 0.3290  -1.20
2 C 0.7804 0.7316 -0.8260  -0.48
3 C -0.5922 0.3688 -1.3299  -0.54
4 C -1.2805 0.2551 0.0156  -0.02
5 C -0.5009 -0.9560 0.5914  -0.73
6 O -0.9200 1.4413 0.7074  -0.47
7 C 0.4550 1.5954 0.3402  -0.28
8 H 1.9928 -0.6397 0.7395  0.38
9 H 1.4803 -1.5663 -0.6697  0.37
10 H 1.1486 -2.1087 0.9563  0.39
11 H -0.8989 1.2307 -1.9347  0.36
12 H -0.6423 -0.5304 -1.9553  0.31
13 H -2.3825 0.1941 0.0608  0.42
14 H -0.9018 -1.8625 0.1253  0.39
15 H -0.6428 -0.9990 1.6756  0.41
16 H 0.6393 2.6132 -0.0279  0.39
17 H 1.1154 1.4625 1.2026  0.29



Formula: C6H10O
Source: OMol25
Level of theory: ωB97M-V/def2-TZVPD

Properties
* HOMO energy: -9.783 eV
* gap between HOMO and LUMO: 10.85 eV
* total charge: 0
* energy: -8430.3777 eV

Last column: Mulliken charge in e.
Element x y z (Å)
1 O 1.8402 -1.3448 1.9476  -0.48
2 C 2.2474 -0.9781 0.8714  -0.06
3 C 1.5099 -0.0594 -0.0574  -0.52
4 C 0.3487 0.7389 0.5441  -0.77
5 C -0.8003 0.7747 -0.4526  -0.03
6 C -1.3724 -0.5437 -0.8588  -0.62
7 C -2.2267 0.4638 -0.1090  -0.63
8 H 3.1902 -1.3959 0.4616  0.35
9 H 2.1970 0.5616 -0.6426  0.41
10 H 1.0906 -0.7621 -0.8140  0.27
11 H 0.6816 1.7514 0.8050  0.40
12 H 0.0432 0.2689 1.4857  0.29
13 H -0.6565 1.4871 -1.2633  0.34
14 H -1.5570 -0.7461 -1.9100  0.27
15 H -1.0573 -1.4078 -0.2805  0.28
16 H -3.0197 0.9775 -0.6504  0.27
17 H -2.4588 0.2141 0.9232  0.23



Formula: C6H10O
Source: OMol25
Level of theory: ωB97M-V/def2-TZVPD

Properties
* HOMO energy: -8.031 eV
* gap between HOMO and LUMO: 8.92 eV
* total charge: 0
* energy: -8426.4589 eV

Last column: Mulliken charge in e.
Element x y z (Å)
1 C -1.0146 1.2384 -0.7773  -1.40
2 C -0.7188 0.6347 0.5727  0.14
3 C -0.9201 -0.8783 0.7225  -0.81
4 C 0.5022 -1.3224 0.4829  0.13
5 O 0.8675 -1.2743 -0.9182  -0.46
6 C 1.7296 -0.1537 -0.6400  -0.30
7 C 1.3017 -0.0435 0.8103  -0.67
8 H -0.6302 2.2600 -0.8654  0.32
9 H -2.1038 1.2838 -0.9123  0.40
10 H -0.6101 0.6225 -1.5846  0.37
11 H -1.1734 1.2228 1.3803  0.49
12 H -1.2352 -1.1354 1.7388  0.30
13 H -1.6427 -1.2955 0.0115  0.35
14 H 0.8144 -2.2703 0.9383  0.43
15 H 1.5685 0.6988 -1.3125  0.20
16 H 2.7891 -0.4468 -0.7048  0.27
17 H 0.4758 0.8593 1.0577  0.24



Formula: C6H10O
Source: OMol25
Level of theory: ωB97M-V/def2-TZVPD

Properties
* HOMO energy: -9.176 eV
* gap between HOMO and LUMO: 10.24 eV
* total charge: 0
* energy: -8430.4219 eV

Last column: Mulliken charge in e.
Element x y z (Å)
1 C 0.9292 -0.3256 -0.8951  -0.75
2 C -0.2587 0.3162 -1.6354  -0.49
3 O -1.3625 0.6242 -0.8131  -0.39
4 C -0.9992 1.2707 0.3869  -0.56
5 C -0.7249 0.3137 1.5266  -0.24
6 C 0.0057 -0.7976 1.4619  -0.43
7 C 0.7544 -1.3223 0.2638  -0.39
8 H 1.4705 0.5191 -0.4600  0.28
9 H 1.6072 -0.7613 -1.6394  0.39
10 H 0.1433 1.2495 -2.0556  0.31
11 H -0.6682 -0.2931 -2.4497  0.34
12 H -0.1219 1.9247 0.2340  0.29
13 H -1.8375 1.9215 0.6493  0.35
14 H -1.1823 0.5793 2.4778  0.34
15 H 0.1143 -1.3905 2.3721  0.33
16 H 0.3485 -2.3022 -0.0283  0.31
17 H 1.7819 -1.5261 0.6042  0.30



Formula: C6H10O
Source: OMol25
Level of theory: ωB97M-V/def2-TZVPD

Properties
* HOMO energy: -8.020 eV
* gap between HOMO and LUMO: 9.11 eV
* total charge: 0
* energy: -8426.9123 eV

Last column: Mulliken charge in e.
Element x y z (Å)
1 C -0.6681 2.2583 -0.8849  -0.66
2 O -0.6707 0.8484 -0.7628  -0.16
3 C 0.5526 0.2850 -0.9970  -0.29
4 C 1.1558 -0.5028 0.5761  -0.22
5 C -0.0881 -0.8000 1.4074  -0.55
6 C -0.6384 -1.6334 0.2224  -0.62
7 C 0.5638 -1.1751 -0.6304  -0.33
8 H -1.7126 2.5791 -0.9068  0.25
9 H -0.1557 2.5676 -1.8018  0.30
10 H -0.1676 2.7200 -0.0222  0.30
11 H 1.3331 0.6783 -0.0589  0.08
12 H 2.1912 -0.6049 0.9012  0.45
13 H 0.1178 -1.3816 2.3101  0.30
14 H -0.6803 0.0817 1.6736  0.19
15 H -0.6073 -2.7072 0.4250  0.30
16 H -1.6238 -1.3579 -0.1600  0.25
17 H 1.0983 -1.8553 -1.2909  0.41



Formula: C6H10O
Source: OMol25
Level of theory: ωB97M-V/def2-TZVPD

Properties
* HOMO energy: -9.470 eV
* gap between HOMO and LUMO: 10.44 eV
* total charge: 0
* energy: -8429.8322 eV

Last column: Mulliken charge in e.
Element x y z (Å)
1 C 1.9590 0.5750 -0.0148  -1.33
2 C 0.9044 -0.5313 -0.1204  0.20
3 C -0.0959 -0.6656 1.0679  -0.83
4 C -1.2363 -0.3295 0.1192  0.60
5 O -2.4912 -0.9151 0.1859  -0.51
6 C -1.0085 0.9503 -0.6298  -0.85
7 C -0.2996 -0.3049 -1.0601  -0.50
8 H 2.8914 0.3007 -0.5196  0.34
9 H 2.1992 0.7887 1.0341  0.31
10 H 1.6032 1.5121 -0.4640  0.31
11 H 1.3875 -1.4923 -0.3205  0.48
12 H 0.0615 -0.0146 1.9374  0.33
13 H -0.1708 -1.7037 1.4049  0.26
14 H -2.9825 -0.4480 0.8736  0.36
15 H -1.8516 1.2491 -1.2458  0.30
16 H -0.4411 1.7799 -0.2070  0.16
17 H -0.4287 -0.7508 -2.0411  0.38



Formula: C6H10O
Source: OMol25
Level of theory: ωB97M-V/def2-TZVPD

Properties
* HOMO energy: -9.057 eV
* gap between HOMO and LUMO: 9.90 eV
* total charge: 0
* energy: -8429.0767 eV

Last column: Mulliken charge in e.
Element x y z (Å)
1 C -2.0158 -0.5959 -1.1670  -0.24
2 O -1.4608 -1.5061 -0.6056  -0.39
3 C 0.7889 0.0804 0.4922  0.99
4 C 1.7326 -0.8542 -0.2234  -1.24
5 C 0.3214 -0.3346 1.8655  -1.24
6 C 0.3118 1.1509 -0.0895  -0.03
7 C -0.3291 2.0860 -0.7408  -0.90
8 H -1.8093 -0.3406 -2.2278  0.30
9 H -2.7630 0.0451 -0.6553  0.31
10 H -1.2260 1.8141 -1.2989  0.16
11 H 1.2882 -1.8564 -0.2408  0.31
12 H 2.6988 -0.9213 0.2897  0.37
13 H 1.9029 -0.5411 -1.2567  0.33
14 H 1.1499 -0.3378 2.5832  0.37
15 H -0.0874 -1.3506 1.8137  0.32
16 H -0.4626 0.3300 2.2381  0.33
17 H -0.0404 3.1321 -0.7767  0.25



Formula: C6H10O
Source: OMol25
Level of theory: ωB97M-V/def2-TZVPD

Properties
* HOMO energy: -8.215 eV
* gap between HOMO and LUMO: 9.01 eV
* total charge: 0
* energy: -8427.6029 eV

Last column: Mulliken charge in e.
Element x y z (Å)
1 C 0.8438 0.6153 1.6720  -1.57
2 C 0.7009 1.0061 0.1991  0.75
3 C 1.3936 -0.0005 -0.8008  -0.97
4 C -0.5192 0.8106 -0.5878  -0.79
5 C -1.4148 -0.2948 -0.0977  -0.23
6 C -1.9430 -1.1681 -1.2167  0.05
7 O -1.2398 -1.5921 -2.1052  -0.48
8 H 1.8732 0.7821 2.0080  0.41
9 H 0.6032 -0.4364 1.8608  0.36
10 H 0.1869 1.2307 2.2981  0.33
11 H 1.1331 1.9999 0.0421  0.41
12 H 2.1339 0.5155 -1.4121  0.29
13 H 1.8501 -0.8095 -0.2237  0.35
14 H 0.6914 -0.4784 -1.5092  0.29
15 H -2.2523 0.2508 0.3649  0.32
16 H -1.0270 -0.9782 0.6795  0.16
17 H -3.0140 -1.4529 -1.1712  0.34



Formula: C6H10O
Source: OMol25
Level of theory: ωB97M-V/def2-TZVPD

Properties
* HOMO energy: -9.623 eV
* gap between HOMO and LUMO: 10.67 eV
* total charge: 0
* energy: -8430.5792 eV

Last column: Mulliken charge in e.
Element x y z (Å)
1 C 2.0378 0.4159 0.1642  -1.55
2 C 0.5887 0.0646 -0.0179  0.94
3 C -0.0346 -1.2400 0.5111  -0.63
4 C -0.9170 -0.9501 -0.7088  -0.12
5 C -1.7132 0.2988 -0.2945  -0.68
6 C -0.5103 1.1135 0.2540  -0.71
7 O 0.2358 -0.3690 -1.3677  -0.52
8 H 2.2698 1.3923 -0.2689  0.36
9 H 2.6548 -0.3381 -0.3290  0.37
10 H 2.3036 0.4436 1.2249  0.32
11 H -0.4910 -1.2409 1.5061  0.23
12 H 0.6230 -2.1001 0.3634  0.30
13 H -1.4135 -1.7299 -1.2881  0.47
14 H -2.4801 0.0888 0.4577  0.30
15 H -2.1859 0.7718 -1.1589  0.30
16 H -0.3206 2.0239 -0.3218  0.34
17 H -0.6053 1.3759 1.3134  0.30